(1)
Molecular formula: C3H4S
Method: DFT, ωB97M-V with the def2-TZVPD basis set

Each line ends with the Mulliken charge.
Element x y z (Å)
C  0.31018  -0.22982  -0.94523  -0.8876
C  -0.44730  -0.50710  0.21607  0.0010
C  -0.36999  0.78249  0.93515  -0.3569
S  0.54907  -0.43484  1.76133  -0.0911
H  1.35628  0.00314  -0.88782  0.3675
H  -0.16266  -0.19817  -1.91272  0.2790
H  -1.34252  -1.10861  0.22762  0.4046
H  0.10693  1.69291  0.60561  0.2835

Computed properties:
Lowest unoccupied orbital energy (alpha / beta) (Eh): -0.005 / 0.002
Orbital gap (alpha / beta) (eV): 7.87 / 8.06
Total charge: 0
Electronic energy (hartree): -514.7406
Energy above the lowest of the compared OMol25 structures with the same formula, charge and spin (kcal per mole): 63.98
HOMO (alpha / beta) (eV): -8.0 / -8.0

=====

(2)
Molecular formula: C4H11N2
Method: DFT, ωB97M-V with the def2-TZVPD basis set

Each line ends with the Mulliken charge.
Element x y z (Å)
C  0.85086  1.42899  0.06742  -0.4411
C  -0.62229  1.12872  0.31269  -0.6357
C  1.12204  -0.02438  -0.50550  -0.1398
C  -1.75965  -0.89789  -0.02434  -0.7822
N  1.99069  -0.94558  -0.08228  -0.4147
N  -0.39638  -0.34157  0.26809  -0.1133
H  1.03774  2.41589  -0.54631  0.3064
H  1.42174  1.43992  1.04825  0.2608
H  -1.02795  1.47571  1.25108  0.3675
H  -1.19937  1.20707  -0.61911  0.4164
H  1.05860  -0.04021  -1.56833  0.3790
H  -1.98722  -0.85720  -1.11617  0.2955
H  -1.89831  -1.87130  0.42033  0.3379
H  -2.51366  -0.19440  0.43690  0.3395
H  2.45833  -0.87101  0.82334  0.2309
H  2.27345  -1.76052  -0.64354  0.2325
H  -0.05271  -0.75363  1.17158  0.3604

Computed properties:
Lowest unoccupied orbital energy (Eh): -0.105
Orbital gap (eV): 11.79
SMILES: C[N@@H+]1CC[C@H]1N
Total charge: +1
Electronic energy (hartree): -268.2164
Energy above the lowest of the compared OMol25 structures with the same formula, charge and spin (kcal per mole): 55.54
HOMO (eV): -14.6

=====

- Which value of total charge does entry 2 give?
  +1